127
Properties=species:S:1:pos:R:3:forces:R:3:lowdin_charge:R:1 method="wB97M-V/def2-TZVPD" fmax_ev_per_a=2.23 e_lumo_ev="3.68 / 3.68" orbital_gap_ha="0.15669 / 0.15768" charge=-2
Ti -0.272656 0.174284 0.077655 0.6 1.0 0.6 0.85
C 1.370226 -1.882004 4.374752 0.0 0.0 -0.2 -0.04
C 0.323978 -2.153927 3.283554 0.0 0.0 0.2 -0.36
C 0.073497 -3.656666 3.125123 0.0 0.1 0.0 -0.05
C -0.936359 -1.389953 3.640194 0.2 0.1 -0.3 -0.15
C -1.785297 -1.959005 4.575757 -0.1 0.0 0.0 -0.05
C -2.909548 -1.287533 5.018034 0.0 0.0 0.0 -0.08
C -3.163308 -0.029769 4.517394 0.0 -0.1 0.1 -0.06
C -2.349095 0.582642 3.562087 0.1 0.1 -0.1 -0.12
C -2.859969 1.955133 3.134853 0.1 0.0 -0.3 -0.35
C -4.006255 1.769796 2.130148 0.0 0.0 0.2 -0.05
C -1.821121 2.918976 2.577391 -0.1 0.0 0.2 -0.06
C -1.220956 -0.117859 3.083794 -0.4 -0.2 0.7 -0.16
N -0.312354 0.383946 2.092960 0.4 1.0 0.6 -0.03
C 0.719554 1.031430 2.631499 -0.4 -0.3 0.4 -0.14
C 1.935601 1.395140 2.011089 0.4 0.1 -0.5 -0.15
C 2.783889 2.257111 2.749774 -0.1 0.0 0.0 -0.06
C 3.995576 2.693033 2.282701 0.0 0.1 0.2 -0.12
C 4.424547 2.266958 1.025979 -0.1 -0.2 -0.2 -0.10
C 3.657421 1.378146 0.303127 0.2 0.2 -0.1 -0.04
C 2.411867 0.894937 0.748703 0.0 0.0 0.4 -0.23
N 1.727449 -0.070141 0.031120 0.6 -0.1 -0.3 -0.04
C 2.563757 -0.870163 -0.802604 0.4 -0.3 -0.1 -0.17
C 2.642374 -0.722355 -2.206676 -0.2 0.1 0.2 -0.13
C 3.499030 -1.543156 -2.937222 0.0 -0.1 0.0 -0.05
C 4.327948 -2.465876 -2.335117 0.0 0.1 0.0 -0.08
C 4.302635 -2.572123 -0.957709 0.0 0.0 0.0 -0.05
C 3.438092 -1.806924 -0.187804 -0.2 0.1 0.1 -0.13
C 3.490392 -2.020419 1.317518 0.2 -0.1 0.0 -0.35
C 4.790519 -1.473908 1.921285 -0.2 0.0 0.0 -0.04
C 3.375507 -3.514340 1.648236 -0.1 0.1 0.0 -0.07
C 1.956820 0.391568 -2.983960 0.0 -0.1 -0.2 -0.36
C 1.131213 -0.150635 -4.159479 0.0 0.1 0.2 -0.06
C 3.026363 1.341610 -3.546578 0.0 -0.1 0.1 -0.08
H 2.270510 -2.477552 4.213884 0.0 0.0 0.0 0.06
H 0.965400 -2.126260 5.359642 0.0 0.0 0.0 0.08
H 1.650404 -0.828333 4.371817 0.1 0.0 0.0 0.07
H 0.702499 -1.766122 2.338670 0.0 0.0 0.0 0.09
H -0.017945 -4.155539 4.092159 0.0 0.0 0.0 0.08
H 0.901995 -4.120304 2.593947 0.0 0.0 0.0 0.06
H -0.836738 -3.841714 2.554058 0.0 -0.1 0.0 0.07
H -1.562782 -2.940273 4.974194 0.0 0.0 0.0 0.11
H -3.564200 -1.735595 5.755441 0.0 0.0 0.0 0.10
H -4.026854 0.515297 4.883173 0.0 0.1 -0.1 0.11
H -3.286642 2.412001 4.036627 0.0 -0.1 0.0 0.12
H -3.637050 1.312299 1.215168 0.0 0.0 -0.1 0.06
H -4.448489 2.736792 1.880165 0.0 0.0 -0.1 0.08
H -4.785306 1.127318 2.546698 0.0 0.0 0.0 0.07
H -1.401094 2.525676 1.657594 0.1 0.1 -0.1 0.04
H -1.009723 3.079308 3.289288 0.0 0.0 0.0 0.08
H -2.289935 3.882110 2.367586 0.0 0.0 0.0 0.09
H 0.628599 1.326106 3.678247 0.1 -0.3 0.0 0.13
H 2.437027 2.584773 3.724880 0.0 0.0 0.0 0.10
H 4.596783 3.375349 2.871293 0.0 0.0 0.0 0.09
H 5.359152 2.627154 0.614356 0.0 0.0 0.0 0.10
H 4.030135 1.032512 -0.652253 0.0 0.0 0.0 0.11
H 3.545218 -1.430673 -4.012912 0.0 0.0 0.0 0.10
H 4.999007 -3.076077 -2.926605 0.0 0.0 0.0 0.10
H 4.978844 -3.262865 -0.469772 0.0 0.0 0.0 0.10
H 2.655667 -1.489769 1.774087 0.0 0.0 0.0 0.10
H 5.657913 -1.955541 1.462725 0.0 0.0 0.0 0.08
H 4.813197 -1.672003 2.996043 0.0 0.0 0.0 0.08
H 4.868581 -0.400826 1.765961 0.1 0.1 0.0 0.06
H 4.289701 -4.043511 1.374947 0.0 0.0 0.0 0.07
H 2.548745 -3.971303 1.103992 0.0 -0.1 0.1 0.08
H 3.224652 -3.658666 2.718826 0.0 0.0 0.0 0.06
H 1.302070 0.941717 -2.304280 0.0 0.0 0.0 0.10
H 1.757976 -0.720405 -4.847669 0.0 0.0 -0.1 0.07
H 0.685461 0.678022 -4.715652 0.0 0.0 0.0 0.08
H 0.338935 -0.798982 -3.800359 -0.1 -0.1 -0.1 0.07
H 3.664495 0.815872 -4.259539 0.0 0.0 0.0 0.07
H 3.659129 1.739363 -2.752205 0.0 0.1 0.0 0.06
H 2.555139 2.177513 -4.069647 0.1 0.0 0.0 0.07
O -1.246487 -8.743205 -1.864941 -0.2 0.1 0.1 -0.38
S -2.584168 -9.128274 -1.448365 0.3 -0.4 -0.2 0.39
O -3.403398 -9.680750 -2.517293 0.0 0.2 0.2 -0.38
O -2.636803 -9.871219 -0.192711 0.0 0.2 -0.2 -0.38
C -3.430526 -7.580345 -0.981505 0.0 -0.4 0.1 -0.36
N -4.750315 -7.690975 -0.834936 -0.2 0.2 0.0 0.11
C -5.386206 -6.587484 -0.468323 0.0 -0.2 0.0 -0.13
C -4.738349 -5.395011 -0.212190 0.3 0.2 0.0 0.00
C -3.347598 -5.394735 -0.338058 -0.7 -0.8 -0.2 -0.21
N -2.710239 -6.499493 -0.739697 0.2 0.4 0.1 0.17
C -2.535979 -4.210194 -0.042052 0.6 0.9 0.2 -0.13
C -3.035191 -3.111065 0.657634 -0.1 -0.5 -0.1 0.02
C -2.238477 -2.009267 0.871414 0.3 0.0 0.2 -0.13
N -0.963475 -1.902174 0.459346 -1.0 -1.3 -0.2 -0.01
C -0.482324 -2.975998 -0.194656 0.4 0.3 0.2 -0.09
C -1.203317 -4.118047 -0.453714 -0.3 -0.4 0.0 0.03
H -6.465191 -6.671059 -0.374818 0.0 0.1 0.0 0.10
H -5.289345 -4.501293 0.040251 0.0 0.0 0.1 0.10
H -4.045267 -3.098004 1.040951 0.0 0.0 0.0 0.11
H -2.646351 -1.164965 1.402354 -0.1 0.1 0.0 0.11
H 0.548431 -2.892541 -0.524770 0.0 0.0 -0.1 0.12
H -0.770332 -4.951391 -0.989818 0.1 0.0 0.0 0.12
C -2.211902 1.200171 -2.987249 0.1 -0.4 0.4 -0.11
S -2.128867 -0.167037 -1.823934 -1.2 0.6 -1.8 0.45
O -3.019273 -1.190656 -2.297313 0.1 -0.1 0.0 -0.28
O -2.468823 0.392338 -0.505906 0.0 -0.6 0.3 -0.40
O -0.702258 -0.547534 -1.803967 -0.1 -0.4 -0.7 -0.40
H -3.198302 1.652051 -2.931440 0.0 0.0 0.0 0.07
H -2.026165 0.800045 -3.980637 0.0 -0.1 0.0 0.06
H -1.440809 1.907196 -2.684826 0.0 0.1 0.0 0.05
N -0.172438 1.933089 -0.297504 0.1 0.3 0.0 -0.04
C -0.087004 3.220054 -0.475762 -0.1 0.4 0.1 -0.31
C 1.227075 3.947744 -0.544015 -0.1 -0.3 0.1 -0.18
C 2.048426 3.788313 -1.656207 0.0 0.1 0.0 -0.04
C 3.211230 4.527748 -1.802700 0.0 0.0 -0.1 -0.10
C 3.573293 5.449160 -0.831073 0.1 0.0 0.0 -0.12
C 2.777980 5.599820 0.296545 0.0 0.0 0.1 -0.10
C 1.617938 4.853994 0.440419 0.1 0.0 0.0 -0.05
C -1.263897 4.076374 -0.697799 0.0 -0.1 -0.1 -0.16
C -2.557607 3.517605 -0.704375 0.1 0.0 0.1 -0.07
C -3.678980 4.297353 -0.904404 -0.1 0.1 0.0 -0.11
C -3.567847 5.668552 -1.119594 0.0 0.0 0.0 -0.13
C -2.300010 6.236803 -1.132675 -0.1 0.0 0.0 -0.12
C -1.170181 5.463242 -0.931512 0.0 -0.1 0.0 -0.04
H 1.745658 3.089741 -2.423623 0.0 0.1 0.1 0.08
H 3.826613 4.399646 -2.686695 0.0 0.0 0.0 0.09
H 4.467449 6.050009 -0.951091 0.0 0.0 0.0 0.09
H 3.058711 6.312530 1.063977 0.0 0.0 0.0 0.09
H 0.998696 4.980766 1.321085 0.0 0.0 0.0 0.12
H -2.652080 2.455892 -0.530460 0.0 0.1 0.0 0.07
H -4.661583 3.837299 -0.886037 0.0 0.0 0.0 0.10
H -4.448490 6.280975 -1.271377 0.0 0.0 0.0 0.08
H -2.194456 7.302901 -1.303157 0.0 0.0 0.0 0.09
H -0.200039 5.938676 -0.950952 0.0 0.0 0.0 0.10

***

128
Properties=species:S:1:pos:R:3:forces:R:3:mulliken_spin:R:1 method="wB97M-V/def2-TZVPD" fmax_ev_per_a=1.37 spin_multiplicity=6 e_lumo_ev="-2.85 / -4.46" orbital_gap_ha="0.24844 / 0.21624" charge=+1
Ru 0.689547 0.418792 0.132814 -0.3 -1.1 -0.8 3.55
Br 0.654103 -0.048016 2.941278 0.1 0.4 0.2 0.16
C 2.033541 1.224711 3.292523 0.0 0.0 0.0 0.01
C 2.337618 1.468338 4.595489 0.0 0.0 0.1 0.00
C 3.349926 2.402899 4.901492 0.0 0.0 0.0 -0.01
C 4.010094 3.041867 3.895338 0.1 0.0 0.0 0.01
C 3.701233 2.782320 2.537285 -0.1 0.0 0.0 0.01
C 4.387082 3.455979 1.499446 0.0 0.1 0.0 0.03
C 4.081243 3.207317 0.192952 -0.1 0.0 -0.1 0.01
C 3.058760 2.290221 -0.129621 -0.1 -0.1 0.1 -0.20
C 2.327695 1.631388 0.835806 0.7 0.1 0.5 0.56
C 2.677658 1.851647 2.199586 0.0 0.1 -0.1 -0.21
H 1.809573 0.948272 5.385261 0.0 0.1 0.0 0.00
H 3.592029 2.601760 5.937255 0.0 0.0 0.0 0.00
H 4.787368 3.764401 4.120818 0.0 -0.1 0.0 0.00
H 5.163350 4.167254 1.760616 0.0 -0.1 0.0 0.00
H 4.622309 3.705014 -0.605103 0.0 0.0 0.1 0.00
H 2.867120 2.101556 -1.181935 0.0 0.0 0.0 -0.01
N 3.056255 -0.572355 -0.746443 -0.3 -0.3 -0.5 0.10
C 3.519236 -0.411154 -2.062936 0.1 0.0 0.1 -0.03
C 4.881505 -0.276215 -2.322160 0.1 0.0 0.0 0.02
C 5.335158 -0.160546 -3.624040 0.0 0.0 0.0 0.00
C 4.431823 -0.168341 -4.678855 0.0 0.0 -0.1 0.01
C 3.073981 -0.252590 -4.420874 0.0 0.0 0.0 -0.01
C 2.593281 -0.361829 -3.113464 -0.1 0.2 0.1 0.01
P 0.808013 -0.302586 -2.694588 0.1 -0.3 -0.5 0.25
C 0.074493 0.333590 -4.264996 -0.1 0.1 0.2 0.05
C -0.273925 1.675674 -4.387450 0.0 -0.1 -0.1 0.03
C -0.754540 2.185798 -5.587936 0.0 0.0 0.1 0.00
C -0.894206 1.354154 -6.685715 0.0 -0.1 0.0 0.00
C -0.562310 0.008224 -6.573693 0.0 0.0 0.0 0.00
C -0.083866 -0.500422 -5.375756 -0.1 0.0 0.0 0.01
C 0.263527 -2.048924 -2.827874 0.0 0.1 0.1 0.00
C 1.149655 -3.110954 -2.938273 0.1 0.0 0.0 0.00
C 0.666700 -4.405795 -3.130472 0.0 0.0 0.1 0.00
C -0.696114 -4.639742 -3.194832 0.0 0.0 0.0 0.00
C -1.590741 -3.575958 -3.070065 0.1 0.0 0.0 0.00
C -1.111783 -2.290838 -2.885813 0.0 0.0 0.0 0.01
H 2.482193 -1.399291 -0.616704 0.1 -0.2 0.0 -0.02
H 3.790245 -0.622129 -0.054578 0.1 0.1 0.2 0.00
H 5.580457 -0.293926 -1.491177 0.0 0.0 -0.1 0.00
H 6.397384 -0.068744 -3.815461 0.0 0.0 0.0 0.00
H 4.782036 -0.089959 -5.700883 0.0 0.0 0.1 0.00
H 2.383272 -0.216647 -5.250640 0.0 0.0 0.0 0.00
H -0.167202 2.332933 -3.543031 0.0 0.1 0.1 -0.02
H -1.013191 3.235835 -5.662494 0.0 -0.1 0.0 0.00
H -1.259498 1.747390 -7.626237 0.0 0.0 0.0 0.00
H -0.672297 -0.650749 -7.425881 0.0 0.0 0.0 0.00
H 0.171020 -1.550920 -5.316752 0.0 0.0 0.0 0.00
H 2.221308 -2.935764 -2.906402 -0.1 0.0 0.0 0.00
H 1.359710 -5.233062 -3.231453 0.0 0.1 0.0 0.00
H -1.064653 -5.648254 -3.341586 0.0 0.1 0.0 0.00
H -2.658815 -3.751119 -3.125352 0.0 0.0 0.0 0.00
H -1.802880 -1.459271 -2.791322 0.1 -0.1 0.0 0.00
C -2.314640 -1.279800 2.174645 0.0 0.1 0.2 0.00
P -2.556908 0.105918 0.992198 -0.2 -0.2 -0.1 0.20
C -2.771557 1.515478 2.153075 0.2 0.1 -0.3 -0.04
N -3.585337 1.448287 3.176708 -0.1 -0.3 -0.2 0.00
C -3.693955 2.516705 3.990739 0.2 0.4 -0.1 0.01
C -4.549170 2.476193 5.115044 -0.1 -0.1 0.0 0.00
C -4.658664 3.572259 5.912112 0.0 0.1 0.1 0.00
C -3.928710 4.757496 5.628572 -0.1 0.0 0.2 0.00
C -3.090564 4.822009 4.561103 0.2 0.1 -0.1 0.00
C -2.949934 3.696090 3.714839 -0.4 -0.3 0.2 0.00
N -2.091936 3.733288 2.677803 0.4 0.3 0.0 0.01
C -1.962046 2.680891 1.918678 -0.1 -0.5 0.1 0.06
P -0.489990 2.695038 0.748893 -0.7 1.1 0.2 0.21
C 0.498647 3.961062 1.625411 0.1 -0.2 0.0 0.01
C -1.003967 3.681256 -0.769694 0.0 -0.2 0.1 -0.02
C -2.013070 2.844509 -1.550813 0.1 0.0 0.0 0.05
C -1.640256 5.020152 -0.391771 0.0 0.1 -0.1 0.01
C 0.270100 3.912127 -1.588307 -0.1 0.1 0.1 0.08
C -4.290697 -0.364013 0.347384 0.2 0.0 0.0 0.06
C -4.037922 -1.447742 -0.710723 0.0 0.0 0.0 0.02
C -4.965527 0.830455 -0.324051 0.0 0.1 0.1 0.01
C -5.220734 -0.919690 1.431322 0.1 -0.1 0.0 0.01
H -2.691931 -2.198603 1.729647 0.0 0.0 0.0 -0.01
H -2.850921 -1.070265 3.099055 0.0 -0.1 0.0 0.01
H -1.258463 -1.433323 2.395627 -0.3 -0.1 0.0 0.00
H -5.110170 1.571448 5.318473 0.1 0.0 -0.1 0.00
H -5.310700 3.534086 6.775907 0.0 0.1 0.0 0.00
H -4.033907 5.622197 6.271416 0.0 -0.1 0.0 0.00
H -2.510518 5.713319 4.347746 -0.1 -0.1 0.0 0.00
H -0.117603 4.843859 1.735504 0.0 0.1 0.0 0.00
H 1.410362 4.192262 1.077741 0.0 -0.1 0.0 0.00
H 0.754722 3.605362 2.619821 0.0 0.0 0.0 0.01
H -2.938614 2.783123 -0.987534 -0.2 -0.1 0.0 0.00
H -1.656965 1.828165 -1.731164 0.0 -0.1 0.0 0.00
H -2.232553 3.311951 -2.514969 0.0 0.0 0.0 0.00
H -2.371785 4.917366 0.410023 0.0 0.0 0.0 0.00
H -2.156215 5.426109 -1.268007 0.1 0.0 0.0 0.00
H -0.891892 5.752131 -0.083160 -0.1 0.0 0.0 0.00
H 0.740129 2.967592 -1.861198 0.1 0.0 0.0 -0.03
H 1.005044 4.508527 -1.043507 -0.1 0.0 -0.1 0.00
H 0.020337 4.452577 -2.507705 0.0 -0.1 0.1 0.00
H -3.451861 -1.053836 -1.545750 -0.1 0.0 0.1 0.00
H -4.994703 -1.812214 -1.097851 0.0 0.1 0.0 0.00
H -3.499728 -2.305608 -0.297284 0.0 0.1 -0.1 0.00
H -4.433618 1.128378 -1.224342 0.1 0.1 -0.1 0.00
H -5.049526 1.689368 0.349462 0.0 0.0 -0.1 0.00
H -5.978266 0.546178 -0.623501 0.1 0.0 0.0 0.00
H -4.895938 -1.898971 1.789683 0.0 0.1 0.0 0.00
H -6.218897 -1.041885 0.998413 0.1 0.0 0.0 0.00
H -5.301503 -0.252451 2.285687 0.0 0.1 0.0 0.00
C 1.067144 -6.078318 3.331020 0.0 0.1 0.0 0.00
C 1.297001 -4.656007 2.822773 -0.1 -0.1 0.0 0.00
C 1.671756 -4.557970 1.306279 0.0 0.1 0.1 0.01
C 2.791020 -5.530220 0.936853 0.1 0.0 -0.2 0.00
C 3.271238 -5.372641 -0.504802 -0.1 0.0 0.0 0.00
C 0.405580 -4.880140 0.531253 0.0 -0.1 0.0 0.00
O 0.069039 -5.993698 0.208645 0.0 0.2 0.0 0.00
N -0.432172 -3.795610 0.277669 0.0 0.0 0.0 0.01
C 0.011759 -2.498774 0.275068 0.3 -0.1 -0.1 -0.12
O -0.736687 -1.584880 -0.135131 0.1 0.2 0.0 0.00
N 1.233479 -2.172902 0.675669 0.3 0.1 0.0 0.07
C 2.138889 -3.109324 1.118834 -0.1 0.1 0.1 0.04
O 3.277077 -2.784145 1.407417 -0.2 0.0 -0.1 0.00
H 0.617337 -6.043952 4.324893 0.0 0.0 0.0 0.00
H 2.004253 -6.628892 3.408006 0.0 0.0 0.0 0.00
H 0.394553 -6.634196 2.674495 0.0 0.0 0.0 0.00
H 2.104097 -4.179636 3.381241 0.0 0.0 0.0 0.00
H 0.393962 -4.060369 2.990812 0.0 0.1 0.0 0.00
H 2.421363 -6.544980 1.076980 0.0 0.0 0.1 0.00
H 3.618366 -5.360708 1.626458 0.0 0.0 0.0 0.00
H 2.464611 -5.603322 -1.207198 0.1 0.0 0.1 0.00
H 4.094878 -6.058171 -0.708759 0.0 0.0 0.0 0.00
H 3.631313 -4.358642 -0.699107 0.0 0.0 0.0 0.00
H -1.302798 -3.988495 -0.195924 0.0 0.0 -0.1 0.00